The following is a quantum chemistry calculation of 2 unconnected molecules or ions with the total composition C3H7BrN at a distorted geometry, from the OMol25 dataset.

Last column: Mulliken spin population.
Cartesian coordinates (Å):
C 1.20130 0.61741 -0.35721  0.0369
C 0.84828 0.22121 1.01474  0.0235
C -1.62432 -0.38561 -0.64148  0.8233
N 0.41588 -0.53613 -0.13413  0.6859
Br -2.24014 1.23019 -0.06377  0.3570
H 0.72188 1.47876 -0.69764  -0.0058
H 2.22006 0.52390 -0.53460  0.0185
H 1.39392 -0.32226 1.71224  0.0170
H -0.08478 0.66471 1.47799  0.0249
H -1.64609 -0.80891 -1.63425  -0.0120
H -1.79617 -1.12856 0.20460  0.0428
H 0.59018 -1.55470 -0.34650  -0.0121

Forces on the atoms, in the same order (eV/Å):
0.357 0.277 1.085
-3.931 0.040 0.634
-2.926 -1.414 0.790
2.896 -2.132 0.761
-0.356 0.223 -0.629
-0.717 1.069 -0.862
1.631 -0.445 -1.223
1.520 -0.637 0.937
1.405 -0.003 -0.379
-0.466 0.734 -0.299
0.610 0.782 -0.963
-0.023 1.506 0.148

Results
HOMO level (spin up / spin down) ... -11.9 / -15.1 eV
Spin multiplicity ... 3
LUMO energy (spin up / spin down) ... -3.3 / -9.1 eV
Charge ... +1
Gap between HOMO and LUMO (spin up / spin down) ... 8.597 / 6.012 eV

The following is a quantum chemistry calculation of a molecular structure, C32H50BN7OPdS, from the OMol25 dataset.

Last column: Mulliken spin population.
Cartesian coordinates (Å):
Pd -0.87791 1.36171 -0.18816  1.3655
C 0.89445 2.45326 4.05791  0.0009
C -0.47044 1.85205 3.70187  0.0019
C -1.32010 2.87643 2.97960  -0.0210
C -0.25940 0.54322 2.98972  0.0006
C 0.11609 -0.61690 3.67281  0.0063
C 0.31090 -1.57908 2.70742  0.0065
C 0.70894 -3.00839 2.93473  -0.0011
C -0.42892 -3.77503 3.61132  0.0005
C 1.98787 -3.08399 3.77074  0.0001
N 0.05524 -1.01344 1.50974  -0.0111
N -0.30483 0.29184 1.68093  0.1402
B 0.26017 -1.62128 0.09916  -0.0354
N -1.08346 -1.66904 -0.67709  -0.0316
N -1.78996 -0.52847 -0.88901  0.1612
C -2.86581 -0.83668 -1.60271  -0.0016
C -2.87167 -2.21316 -1.84820  0.0083
C -1.72241 -2.70675 -1.26369  -0.0046
C -1.25567 -4.13351 -1.37575  -0.0017
C -1.08222 -4.87769 -0.05237  -0.0001
C -0.02412 -4.23803 -2.27843  -0.0004
C -3.82689 0.19678 -2.11175  -0.0049
C -3.18349 1.00946 -3.23809  -0.0030
C -5.12917 -0.43805 -2.58911  0.0001
N 1.31369 -0.78007 -0.67637  -0.0445
N 0.90019 0.43514 -1.11248  0.1928
C 1.83464 0.93634 -1.90651  -0.0144
C 2.90127 0.03826 -1.97147  0.0105
C 2.55048 -1.03463 -1.16778  -0.0011
C 3.51781 -2.16174 -0.86425  0.0016
C 4.75043 -1.55340 -0.17680  -0.0001
C 3.05559 -3.35406 -0.03645  0.0001
C 1.67847 2.25330 -2.60390  -0.0036
C 1.79109 2.07341 -4.11781  0.0007
C 2.70226 3.26662 -2.09239  0.0007
H 0.76709 3.35552 4.65917  0.0000
H 1.43116 2.72392 3.14553  -0.0009
H 1.51247 1.75022 4.61627  -0.0001
H -0.97847 1.59089 4.63625  -0.0001
H -0.82288 3.19268 2.06652  0.0145
H -1.45204 3.75362 3.61706  -0.0007
H -2.30337 2.48863 2.71802  -0.0023
H 0.22923 -0.72724 4.73847  0.0025
H 0.90095 -3.47261 1.97015  -0.0002
H -0.65023 -3.34928 4.59186  -0.0002
H -0.15404 -4.82232 3.75001  0.0000
H -1.34056 -3.73451 3.01465  0.0002
H 1.82394 -2.66355 4.76460  -0.0001
H 2.80282 -2.52704 3.30610  0.0001
H 2.30405 -4.12138 3.89253  0.0001
H 0.65051 -2.72657 0.20375  0.0009
H -3.60087 -2.78447 -2.39615  0.0001
H -2.07936 -4.62996 -1.89784  0.0005
H -0.20214 -4.54648 0.49344  0.0001
H -0.96977 -5.94616 -0.24558  0.0000
H -1.95288 -4.73913 0.58995  0.0001
H 0.80337 -3.64920 -1.88324  0.0005
H -0.24752 -3.85944 -3.27639  0.0001
H 0.30252 -5.27593 -2.36807  0.0000
H -4.06796 0.87251 -1.28861  -0.0044
H -2.99627 0.36800 -4.10295  -0.0003
H -2.23391 1.44405 -2.92553  0.0036
H -3.84071 1.82410 -3.54669  0.0007
H -4.95358 -1.09829 -3.44134  -0.0003
H -5.82616 0.33693 -2.91022  0.0001
H -5.60700 -1.01994 -1.80019  -0.0002
H 3.82126 0.15138 -2.52029  0.0014
H 3.83845 -2.54211 -1.83998  -0.0002
H 4.46903 -1.13806 0.79363  0.0002
H 5.19217 -0.75211 -0.76593  0.0001
H 5.50900 -2.32066 -0.01235  0.0000
H 2.76078 -3.04546 0.96699  0.0001
H 3.89529 -4.04426 0.06556  0.0000
H 2.23014 -3.90086 -0.48447  0.0000
H 0.68065 2.62769 -2.36595  -0.0011
H 2.77939 1.69903 -4.39374  -0.0002
H 1.64066 3.02671 -4.62763  0.0000
H 1.04907 1.36479 -4.48763  -0.0002
H 3.71936 2.92835 -2.30402  -0.0004
H 2.59913 3.40527 -1.01662  0.0011
H 2.56061 4.23199 -2.58327  -0.0002
O 0.06609 3.35136 -0.12000  0.1006
N -0.69250 4.42337 0.02010  0.0084
C -0.04287 5.60499 0.15734  -0.0099
C -0.72278 6.77768 0.31212  0.0135
C -2.12120 6.74212 0.33609  -0.0079
C -2.76133 5.54020 0.20056  0.0090
C -2.04879 4.33748 0.03180  -0.0248
S -2.83297 2.82702 -0.15760  0.1785
H 1.03162 5.51122 0.12886  0.0004
H -0.17082 7.69967 0.41568  0.0007
H -2.69186 7.65160 0.46422  -0.0007
H -3.83909 5.46965 0.21963  -0.0013

Forces on the atoms, in the same order (eV/Å):
-0.113 -0.009 -0.063
0.015 0.030 -0.026
0.040 -0.004 0.012
-0.068 0.034 -0.007
-0.068 -0.060 0.036
-0.001 -0.012 -0.021
0.023 -0.025 0.006
-0.001 -0.004 -0.002
-0.014 -0.022 0.004
-0.014 0.007 0.002
-0.046 0.030 -0.035
0.085 0.093 0.019
-0.012 -0.063 0.013
0.067 0.081 -0.079
-0.097 -0.045 0.115
-0.002 -0.035 -0.003
0.049 0.012 -0.048
-0.022 -0.026 0.032
-0.020 0.006 -0.022
-0.006 -0.002 0.020
0.024 0.017 0.008
-0.025 0.026 0.052
0.004 -0.004 -0.016
-0.015 0.006 -0.004
0.000 0.022 0.036
-0.016 0.077 -0.046
0.016 -0.011 -0.016
-0.010 -0.024 0.012
0.011 -0.015 -0.020
0.008 0.006 -0.013
0.009 -0.004 0.007
0.000 -0.019 0.031
-0.019 0.019 0.012
0.000 0.002 -0.017
-0.006 0.005 -0.006
0.001 0.004 0.004
-0.006 -0.002 -0.012
-0.006 -0.014 0.007
0.046 -0.002 0.007
0.015 -0.003 0.006
-0.011 0.006 -0.011
0.006 -0.013 -0.021
0.000 0.006 0.013
0.010 -0.007 0.009
0.002 0.009 0.002
-0.002 -0.008 -0.002
-0.005 0.005 -0.011
0.003 -0.002 0.009
-0.001 -0.003 -0.009
-0.003 -0.006 0.000
-0.021 -0.021 0.016
-0.007 -0.005 -0.011
0.023 0.005 -0.010
0.026 0.013 0.015
-0.003 -0.006 0.000
-0.003 0.002 0.006
-0.022 -0.009 -0.020
-0.003 -0.001 -0.007
0.000 -0.007 0.000
0.033 0.000 -0.012
0.001 -0.004 0.000
-0.003 0.002 0.020
-0.007 0.000 -0.007
0.000 0.000 -0.004
-0.004 0.001 -0.002
0.005 -0.006 0.011
0.013 0.003 -0.006
-0.003 0.002 0.010
-0.006 0.000 0.004
0.000 0.005 -0.009
0.005 -0.004 -0.002
0.006 0.006 -0.013
0.003 0.000 0.003
0.023 -0.002 0.007
0.014 0.000 0.010
0.006 -0.004 0.004
-0.004 0.003 -0.001
-0.007 -0.005 0.003
0.006 -0.004 0.001
-0.001 -0.003 0.004
0.000 0.007 0.001
0.095 -0.020 0.046
0.013 0.007 -0.003
-0.023 0.003 -0.008
0.010 -0.009 -0.002
0.010 0.022 0.007
-0.012 -0.027 -0.011
0.004 0.020 0.022
0.010 -0.035 -0.027
0.003 0.002 0.005
-0.001 0.007 0.004
-0.001 0.006 0.000
-0.006 -0.002 -0.005

Results
HOMO level (spin up / spin down) ... -7.6 / -8.0 eV
Spin multiplicity ... 3
LUMO energy (spin up / spin down) ... 0.6 / -0.5 eV
Charge ... 0
Gap between HOMO and LUMO (spin up / spin down) ... 8.197 / 7.479 eV

The following is a quantum chemistry calculation of a molecular structure, C16H33Cl2PPb at a distorted geometry, from the OMol25 dataset.

Last column: Mulliken charge in e.
Cartesian coordinates (Å):
Pb -1.93531 -1.07977 0.64363  0.6850
Cl -0.32000 0.54978 -1.28670  -0.2551
Cl -1.05706 0.37545 2.56578  -0.5666
C -3.56342 0.08748 0.22923  -1.4780
H -4.07672 0.65560 1.03097  0.2081
H -3.97836 0.23086 -0.78684  0.2611
C 1.37565 -1.99920 0.93757  -0.1105
C 0.39831 -2.79151 1.24503  -0.6165
H 1.62455 -1.13942 1.57325  0.3130
C -0.00509 -4.00751 0.44051  -0.3830
H -0.16209 -2.64719 2.18194  0.5617
C 1.02295 -4.34685 -0.65402  -0.8810
H -0.12964 -4.87880 1.10192  0.3136
H -0.99025 -3.85747 -0.04167  0.1671
C 1.61320 -3.10117 -1.31919  -0.5290
H 1.84181 -4.91695 -0.19480  0.3069
H 0.56244 -4.99328 -1.40976  0.3576
C 2.24435 -2.16245 -0.27451  -0.4005
H 2.37642 -3.40574 -2.04662  0.3467
H 0.82870 -2.56019 -1.87055  0.1536
H 3.21711 -2.58942 0.02023  0.3712
H 2.46820 -1.18647 -0.72950  0.0320
C -1.22010 2.86242 -3.32861  -1.4712
C -0.03042 3.38956 -2.51227  0.6071
C -0.05089 4.91816 -2.40639  -1.5257
P 0.14342 2.58931 -0.89256  0.6249
C 1.85551 2.51297 -0.30292  0.7263
C 2.61968 3.82653 -0.52032  -1.5534
C 1.93671 2.04145 1.15551  -1.1569
C -1.02968 3.14258 0.38099  1.6085
C -0.61422 4.47854 1.01005  -1.3217
C -2.47307 3.17313 -0.12294  -1.2676
H -2.17219 2.96903 -2.79895  0.2175
H -1.08012 1.81403 -3.61256  0.3882
H -1.28881 3.45378 -4.24978  0.4632
H 0.89898 3.09706 -3.03252  0.4086
H -0.94516 5.29010 -1.88613  0.2520
H 0.84293 5.33180 -1.92161  0.3014
H -0.07731 5.32860 -3.42511  0.4805
H 2.31539 1.74398 -0.94989  0.3424
H 2.16978 4.65890 0.04165  0.2698
H 3.64755 3.70061 -0.15296  0.4572
H 2.68372 4.10613 -1.57992  0.3992
H 1.16451 1.30537 1.41853  -0.0277
H 2.92181 1.57851 1.32057  0.4614
H 1.84685 2.88486 1.85502  0.3404
H -0.97418 2.35781 1.16190  -0.5604
H -0.55322 5.28792 0.26614  0.2288
H -1.37989 4.76464 1.74593  0.4632
H 0.34247 4.41940 1.54713  0.2796
H -2.86542 2.15361 -0.27177  -0.0306
H -3.09686 3.63070 0.65895  0.5176
H -2.59345 3.77008 -1.03671  0.2198

Forces on the atoms, in the same order (eV/Å):
-0.959 -0.910 -0.484
0.933 2.115 0.089
0.290 0.339 0.678
-1.214 0.984 0.033
0.303 -0.005 -0.627
-0.135 -0.403 0.542
2.006 1.519 -0.156
-1.441 -1.970 1.101
-0.220 -0.392 -0.038
0.097 -0.112 -0.437
0.371 0.086 -0.489
0.064 -0.050 0.201
0.037 0.273 -0.080
0.319 0.130 0.355
-0.005 0.173 0.071
-0.045 0.054 -0.117
0.096 0.040 0.109
0.079 -0.386 -0.461
-0.174 0.103 0.025
0.094 -0.129 0.127
-0.132 0.175 0.039
-0.061 -0.114 0.063
-0.086 -0.063 -0.189
0.360 0.073 -0.276
-0.047 0.463 -0.080
-0.902 -1.837 0.006
0.499 0.036 -0.177
0.135 0.250 -0.004
0.047 -0.176 0.243
-0.070 -0.167 0.225
0.268 0.410 0.021
-0.317 0.133 -0.146
0.260 -0.128 -0.144
-0.109 0.258 0.141
0.063 -0.092 0.159
-0.208 0.037 0.108
0.260 -0.177 -0.149
-0.307 -0.131 -0.036
-0.009 -0.105 0.227
-0.258 0.206 0.162
0.133 -0.246 -0.174
-0.269 -0.007 -0.069
-0.018 -0.059 0.250
0.182 0.100 -0.044
-0.311 0.160 -0.054
-0.017 -0.227 -0.242
0.084 0.063 -0.271
-0.020 -0.203 0.310
0.215 -0.162 -0.236
-0.256 0.025 -0.191
0.191 0.159 -0.035
0.211 -0.112 -0.181
-0.004 -0.003 0.300

Results
HOMO level ... -5.3 eV
Spin multiplicity ... 1
LUMO energy ... -0.4 eV
Charge ... 0
Gap between HOMO and LUMO ... 4.867 eV

The following is a quantum chemistry calculation of 2 unconnected molecules or ions with the total composition C5H8O2S2 at a distorted geometry, from the OMol25 dataset.

Last column: Mulliken charge in e.
Cartesian coordinates (Å):
C -1.46218 1.09888 -0.66458  0.8340
C -3.97084 -0.15732 -0.23902  -0.0645
C 1.32734 -1.21857 0.01662  -1.3812
C -0.66479 0.07726 -0.75651  -1.3593
C 0.68945 0.16414 -0.07464  0.6700
O -2.10300 2.04788 -0.49451  -0.3169
O 1.48463 1.05713 -0.82969  -0.5339
S -3.34810 -1.37135 0.77201  -0.1308
S -5.64944 -0.06762 -0.33699  -0.1196
H 1.46887 -1.62218 -0.98353  0.3534
H 0.69402 -1.89042 0.58847  0.3117
H 2.29736 -1.15278 0.50605  0.4080
H -0.83194 -0.70782 -1.46750  0.5238
H -2.04929 -1.06531 0.52754  0.1479
H 0.55021 0.57500 0.94078  0.2132
H 2.35830 1.12091 -0.42687  0.3326
H -6.10848 -1.05237 0.47374  0.1116

Forces on the atoms, in the same order (eV/Å):
-0.973 1.497 0.190
-0.446 -0.770 0.219
-0.104 0.331 -0.016
1.183 -0.725 0.158
-0.453 -0.152 0.278
0.532 -0.240 -0.152
0.371 0.236 -0.223
-0.173 0.400 -0.250
0.448 0.112 -0.070
0.009 -0.052 -0.082
-0.047 -0.129 0.090
0.078 -0.037 0.047
-0.260 -0.083 -0.265
-0.113 -0.164 0.138
0.055 -0.116 -0.180
-0.025 -0.013 0.009
-0.082 -0.095 0.109

Results
HOMO level ... -8.8 eV
Spin multiplicity ... 1
LUMO energy ... 0.1 eV
Charge ... 0
Gap between HOMO and LUMO ... 8.876 eV

no.,DFT total energy (eV)
1,-74742.9478
2,-61467.6149
3,-56705.9876
4,-31076.7133